C29H34N3O2S2Si2Sm | the ωB97M-V functional and the def2-TZVPD basis

Positions of all 73 atoms, in Å:
Sm: -19.2307 3.2395 -7.7709
C: -24.6364 8.8521 -8.6775
C: -23.9103 7.7775 -7.9713
C: -23.7722 7.7903 -6.5553
C: -22.8669 6.9814 -5.9571
C: -22.0332 6.1213 -6.7393
C: -22.2290 6.0135 -8.1078
C: -23.1559 6.8778 -8.7302
S: -20.8759 5.1159 -5.9046
O: -20.9958 3.6647 -6.2583
O: -20.9767 5.3250 -4.5185
N: -19.4116 5.3785 -6.5544
C: -18.9545 6.5643 -7.0730
C: -19.2467 7.8764 -6.6341
C: -18.7772 9.0315 -7.3774
C: -17.9620 8.8440 -8.4657
C: -17.4918 7.5375 -8.8537
C: -16.4081 7.3708 -9.7217
C: -15.9336 6.0794 -9.8380
C: -16.6359 5.0053 -9.2338
N: -17.6457 5.1365 -8.4121
C: -18.0433 6.4297 -8.1301
H: -25.2414 8.5602 -9.5142
H: -24.0871 9.7420 -9.0254
H: -25.3085 9.4109 -7.9754
H: -24.3936 8.4011 -5.8907
H: -22.7709 6.9095 -4.8956
H: -21.6194 5.3698 -8.6888
H: -23.1280 6.8377 -9.8220
H: -19.7632 7.9298 -5.6390
H: -18.9554 10.0246 -6.9863
H: -17.5351 9.7209 -9.0556
H: -15.9616 8.2060 -10.2658
H: -14.9994 5.9440 -10.4256
H: -16.4598 3.9814 -9.5983
C: -18.8912 -2.8299 -7.4684
Si: -18.5524 -2.1410 -5.7326
C: -17.4117 -2.9701 -4.4895
C: -20.1096 -1.7598 -4.7576
C: -17.6062 -0.5291 -5.9597
C: -16.3928 -0.3003 -5.2984
C: -15.8515 0.9872 -5.3756
C: -16.5759 2.0564 -5.8482
N: -17.7538 1.9133 -6.5415
C: -18.2488 0.6070 -6.6647
S: -19.7331 0.4501 -7.5684
H: -18.8271 -3.9311 -7.5557
H: -18.3114 -2.3205 -8.2049
H: -19.9232 -2.5391 -7.6152
H: -17.7615 -4.0007 -4.4019
H: -17.6369 -2.4877 -3.4870
H: -16.3383 -2.9575 -4.7796
H: -20.3909 -2.5759 -4.0551
H: -20.9680 -1.5326 -5.4279
H: -20.1115 -0.8334 -4.1408
H: -15.7856 -1.1225 -4.8115
H: -14.8386 1.1000 -5.0212
H: -16.0668 3.0472 -5.9063
C: -20.7226 4.3868 -13.4295
Si: -21.8726 3.2672 -12.5102
C: -22.0057 1.5135 -13.1363
C: -23.6233 4.0592 -12.3860
C: -20.9796 3.3155 -10.9182
C: -20.3790 3.5420 -9.8255
H: -20.3428 3.8586 -14.2839
H: -19.8985 4.7400 -12.8375
H: -21.2639 5.1484 -13.9535
H: -22.3505 1.5277 -14.1692
H: -22.7332 0.8418 -12.6369
H: -21.0231 0.9962 -13.0825
H: -23.8943 4.7416 -13.1683
H: -23.4398 4.6733 -11.4990
H: -24.5166 3.3647 -12.2618

Cartesian forces (eV/Å) of the 3 atoms listed first:
-1.1370 0.7743 0.5472
-1.6613 2.2549 0.9533
1.2798 0.1625 -0.1245

Properties
HOMO level (alpha / beta): -7.66 / -7.67 eV
charge: 0
gap between HOMO and LUMO (alpha / beta): 7.16 / 7.20 eV
lowest unoccupied orbital energy (alpha / beta): -0.50 / -0.47 eV
electronic energy: -3473.56975 Ha
2S+1: 6